# C3H5N3S2

2 unconnected molecules or ions with the total composition C3H5N3S2 in a non-equilibrium geometry (ωB97M-V/def2-TZVPD, the Open Molecules 2025 dataset).

Computed properties:
HOMO energy: -8.9 eV
Frontier orbital gap: 6.56 eV
Net charge: 0
LUMO: -2.33 eV
Spin multiplicity: 1

The geometry in XYZ format:
```
13
C3H5N3S2 ωB97M-V/def2-TZVPD
H 0.39 -0.54 3.33
N 1.18 1.46 -1.54
C 2.14 1.04 -2.49
C 0.70 1.20 0.62
N 1.45 1.79 -0.31
H 1.73 0.91 -3.55
H 0.87 1.41 1.74
S -1.31 0.16 2.01
C -0.22 -0.93 -0.60
S -1.09 -2.30 -0.30
H 3.31 0.90 -2.34
H 0.20 -0.47 -1.77
N -0.32 0.20 0.42
```

***

# C7H31N14O8

8 unconnected molecules or ions with the total composition C7H31N14O8 in a non-equilibrium geometry (ωB97M-V/def2-TZVPD, the Open Molecules 2025 dataset).

Computed properties:
HOMO energy: -11.0 eV
Frontier orbital gap: 6.92 eV
Net charge: +1
LUMO: -4.11 eV
Spin multiplicity: 1

The geometry in XYZ format:
```
60
C7H31N14O8 ωB97M-V/def2-TZVPD
H 2.07 8.80 4.32
H 4.31 18.26 -3.80
H 2.64 17.82 -3.45
H -0.29 15.97 3.25
H -0.27 17.01 11.16
H -2.64 21.86 7.97
H -2.24 20.37 6.93
N -0.48 16.06 10.89
N -2.58 21.30 7.13
H -2.17 23.71 5.35
H 0.98 17.61 9.89
O 4.60 18.01 4.03
O -0.96 16.42 3.77
C 4.14 16.59 -2.88
H -0.94 17.38 3.80
H 1.44 16.45 8.67
H 3.96 20.27 2.77
C -3.92 12.44 -1.28
C -2.26 21.92 6.06
H -4.58 11.94 5.45
H 2.43 16.32 -1.87
N -2.54 23.15 6.11
H -4.32 12.02 -3.26
O 1.85 11.48 2.79
H -1.79 15.92 3.76
H -7.05 12.42 7.87
O 5.36 16.34 -2.94
N 4.92 19.94 2.80
N 1.65 9.40 2.06
H 1.55 9.66 1.09
N -3.76 12.53 -2.60
H -3.12 13.18 -3.03
H 7.09 19.16 2.59
O -5.38 14.06 5.88
N -5.33 11.87 6.13
H -7.03 14.10 7.60
O 0.37 14.57 9.37
N 3.24 15.86 -2.27
C 5.30 18.84 3.42
N 2.34 9.75 4.10
H -3.38 23.36 6.63
N -4.83 11.58 -1.00
H -5.33 11.78 -0.14
H 5.59 20.58 2.40
O -1.61 21.41 5.11
N 0.96 16.66 9.54
H -0.66 15.38 11.61
H 2.19 10.52 4.74
C 1.92 10.30 2.98
C -5.78 13.03 6.39
H 6.93 17.87 3.82
H -5.46 11.00 6.63
N -6.73 13.18 7.29
N 3.64 17.69 -3.32
H 3.62 15.01 -1.87
H 1.73 8.40 2.15
O -3.40 13.10 -0.39
C 0.32 15.64 9.98
H -5.21 11.19 -1.84
N 6.56 18.63 3.28
```

***

# C4H29N2O8

9 unconnected molecules or ions with the total composition C4H29N2O8 in a non-equilibrium geometry (ωB97M-V/def2-TZVPD, the Open Molecules 2025 dataset).

Computed properties:
HOMO energy: -13.0 eV
Frontier orbital gap: 10.36 eV
Net charge: +1
LUMO: -2.60 eV
Spin multiplicity: 1

The geometry in XYZ format:
```
43
C4H29N2O8 ωB97M-V/def2-TZVPD
H -0.92 -2.50 1.63
H 0.47 -0.71 -3.19
O -2.19 0.33 -1.29
H -1.62 2.80 -2.89
H 3.63 0.27 1.60
N 1.55 -0.11 1.87
H 0.92 0.65 1.52
H -1.96 1.64 -0.23
H 1.09 -1.03 1.70
O -0.96 2.14 -2.63
H 2.91 -1.50 -2.18
O -2.10 -2.38 -0.60
H -2.51 1.01 -1.88
N 0.26 -0.57 -2.20
H 0.01 2.25 0.23
H -1.00 1.74 2.01
H 3.81 0.19 -0.91
C 2.84 -0.27 1.08
H 2.28 0.76 -0.66
H 0.81 -2.51 -1.62
H -1.14 -2.36 3.07
H 0.43 0.41 -1.98
H -2.97 2.17 0.92
H 1.66 0.06 2.87
H 1.42 2.88 0.67
O 0.97 2.16 0.23
H -1.60 -2.91 -1.23
H 2.79 -2.35 -0.62
C 2.90 -0.15 -0.44
O -0.40 -2.50 2.45
H -1.25 0.07 -1.45
H -0.15 2.60 -2.89
C 0.91 -1.43 -1.24
H -4.19 -0.78 1.28
H 3.33 -1.29 1.38
H -0.80 2.06 3.51
O -3.78 0.05 1.06
C 2.47 -1.41 -1.19
H -3.37 0.09 0.18
O -2.06 2.14 0.62
O -0.58 1.41 2.84
H -2.32 -1.58 -1.13
H 0.41 -1.53 -0.30
```

***

# C10H20BO6

3 unconnected molecules or ions with the total composition C10H20BO6 (ωB97M-V/def2-TZVPD, the Open Molecules 2025 dataset).

Computed properties:
HOMO energy: -3.8 eV
Frontier orbital gap: 6.09 eV
Net charge: -1
LUMO: 2.27 eV
Spin multiplicity: 1

The geometry in XYZ format:
```
37
C10H20BO6 ωB97M-V/def2-TZVPD
C 2.89 -1.13 2.40
H -1.21 0.42 -3.48
H 2.63 -1.06 1.34
H -1.50 1.46 1.66
H -2.14 1.79 -5.30
H -4.65 0.63 -5.33
C -2.10 1.00 -3.24
H -3.41 2.39 -4.24
H 2.35 -1.43 4.85
H 2.17 1.01 3.16
H 2.71 -2.18 2.69
H -3.20 -0.40 -5.46
O 4.83 0.35 1.95
O -4.05 -0.27 -3.59
C -3.12 0.04 -2.65
C -0.05 -1.31 0.54
O 0.76 -0.33 0.09
H -1.83 1.75 -2.51
H 0.72 -0.37 2.93
C 0.35 0.94 0.61
O -3.13 -0.43 -1.55
H 0.57 1.69 -0.15
H 5.09 0.15 1.05
H 4.69 -0.88 3.58
C -1.14 0.77 0.89
C -2.81 1.52 -4.49
B 1.91 -0.19 3.31
C -1.22 -0.70 1.27
C 4.39 -0.90 2.53
O 2.03 -0.53 4.77
C -3.72 0.34 -4.84
H -1.03 -0.85 2.33
H -2.15 -1.20 0.98
H -1.71 0.94 -0.03
O 0.21 -2.47 0.35
H 0.94 1.14 1.51
H 4.96 -1.71 2.05
```

***

# CH3N3S2

2 unconnected molecules or ions with the total composition CH3N3S2 in a non-equilibrium geometry (ωB97M-V/def2-TZVPD, the Open Molecules 2025 dataset).

Computed properties:
HOMO energy (spin up / spin down): -7.1 / -9.2 eV
Frontier orbital gap (spin up / spin down): 7.31 / 7.36 eV
Net charge: 0
LUMO (spin up / spin down): 0.19 / -1.89 eV
<S²>: 2.01
Spin multiplicity: 3

The geometry in XYZ format:
```
9
CH3N3S2 ωB97M-V/def2-TZVPD
H 1.56 1.60 -0.22
N -0.96 -0.84 1.23
H -0.40 0.49 2.55
C -0.38 0.38 -1.52
N -1.04 -1.29 0.20
N -0.90 -0.34 2.31
S 2.40 0.48 -0.67
H -1.25 -0.06 -1.94
S 0.96 -0.42 -1.95
```

***

# C17H26N3S

2 unconnected molecules or ions with the total composition C17H26N3S in a non-equilibrium geometry (ωB97M-V/def2-TZVPD, the Open Molecules 2025 dataset).

Computed properties:
HOMO energy: -11.0 eV
Frontier orbital gap: 7.35 eV
Net charge: +1
LUMO: -3.65 eV
Spin multiplicity: 1

The geometry in XYZ format:
```
47
C17H26N3S ωB97M-V/def2-TZVPD
S 1.21 0.74 1.45
C -2.63 5.62 4.79
C -2.68 0.22 1.15
N -0.97 4.34 0.88
H -3.07 5.20 2.72
C -0.75 3.81 2.06
H -1.70 -2.90 2.18
N -1.34 0.81 1.23
H -1.44 6.33 1.49
C -0.62 4.64 5.69
H 2.60 -0.73 0.21
H 2.62 -2.74 1.57
H 0.63 3.59 4.27
C -0.61 3.61 -0.35
H 0.25 -3.31 1.32
H 0.47 3.72 -0.55
H -3.80 -1.56 1.63
H -2.83 -0.95 2.96
C -1.15 4.35 3.33
C -2.17 5.94 7.22
C -2.36 5.08 3.54
H -1.17 6.09 -0.25
N -0.47 -1.39 1.49
C -1.77 -2.06 1.49
C -0.36 -0.03 1.37
H -2.50 6.98 7.13
H 1.78 -1.93 2.91
C -2.85 -1.10 1.88
H -3.38 0.96 1.56
H -0.84 2.55 -0.19
H -1.94 -2.48 0.50
C -0.30 4.14 4.44
C -1.60 5.65 0.66
H -0.12 2.90 2.05
H -2.95 0.04 0.10
H -3.00 5.39 7.69
H -2.68 5.53 0.48
H 3.23 -0.26 1.84
H -3.54 6.22 4.93
H -1.19 4.03 -1.18
H 0.05 4.47 6.54
H -1.33 5.92 7.92
C 1.89 -1.97 1.81
C -1.80 5.39 5.88
C 2.37 -0.63 1.28
H 0.77 -2.23 0.01
C 0.59 -2.30 1.10
```

***

# C12H18O9

3 unconnected molecules or ions with the total composition C12H18O9 in a non-equilibrium geometry (ωB97M-V/def2-TZVPD, the Open Molecules 2025 dataset).

Computed properties:
HOMO energy: -10.0 eV
Frontier orbital gap: 10.29 eV
Net charge: 0
LUMO: 0.33 eV
SMILES: C[C@H]1COC(=O)O1.C[C@H]1COC(=O)O1.C[C@H]1COC(=O)O1
Spin multiplicity: 1

The geometry in XYZ format:
```
39
C12H18O9 ωB97M-V/def2-TZVPD
O 2.66 0.80 0.59
C 2.98 0.96 -0.56
C -3.90 -0.53 2.30
C -3.54 2.11 0.30
H 2.30 1.39 -3.62
O -2.95 0.95 0.69
H -4.16 0.25 3.00
C -3.84 -0.02 0.92
O -0.96 -2.19 1.52
C 5.30 1.81 -3.06
H 1.76 -0.55 2.45
C 0.95 -1.29 2.65
H 0.48 -1.24 -0.91
O -3.04 3.13 -0.04
H 5.15 1.86 -4.10
H 3.56 2.77 -2.53
H 5.96 2.68 -2.84
H 0.49 -0.65 3.41
H 1.31 -2.34 2.88
C 2.90 0.95 -2.81
H -3.00 -0.89 2.69
C -0.83 -3.21 0.87
O 4.08 1.60 -0.88
H -0.52 -0.39 0.99
H -3.70 -0.74 0.14
H 1.95 -1.81 -0.01
O 0.28 -3.15 0.03
H 3.32 -0.04 -3.38
H -6.03 0.58 1.48
H -4.78 -1.31 2.28
C 0.18 -1.28 1.33
H 5.91 1.03 -2.95
H -5.74 -0.02 -0.43
C -5.18 0.55 0.45
O 2.29 0.60 -1.53
C 0.70 -1.81 0.03
O -1.61 -4.22 0.90
O -4.75 1.79 0.09
C 4.01 1.89 -2.32
```

***

# C5H8O

A single C5H8O molecule (ωB97M-V/def2-TZVPD, the Open Molecules 2025 dataset).

Computed properties:
HOMO energy: -9.1 eV
Frontier orbital gap: 10.29 eV
Net charge: 0
LUMO: 1.16 eV
SMILES: C1C[C@@H]2C[C@@H]2O1
Spin multiplicity: 1

The geometry in XYZ format:
```
14
C5H8O ωB97M-V/def2-TZVPD
H 2.62 0.00 -0.18
O -0.50 -1.24 -0.75
H 1.00 0.37 1.72
C 0.60 0.27 0.71
H -1.81 0.19 -1.41
C 0.66 -1.04 0.01
C -0.77 0.86 0.41
H 1.36 0.53 -1.39
H -1.31 1.02 1.35
H 1.05 -1.95 0.46
C 1.57 0.07 -0.43
H -0.71 1.82 -0.10
C -1.45 -0.22 -0.46
H -2.31 -0.67 0.06
```